# 1
{
  "formula": "C57H43As2Cl3N6ORbS",
  "method": "wB97M-V/def2-TZVPD",
  "elements": ["Rb", "C", "C", "C", "C", "N", "C", "N", "C", "N", "C", "N", "C", "C", "C", "C", "C", "N", "C", "C", "C", "C", "C", "C", "H", "H", "H", "H", "H", "H", "H", "H", "H", "H", "H", "H", "Cl", "C", "C", "C", "Cl", "C", "O", "C", "Cl", "C", "H", "H", "C", "C", "As", "C", "C", "C", "C", "C", "C", "C", "C", "C", "C", "C", "C", "As", "C", "C", "C", "C", "C", "C", "C", "C", "C", "C", "C", "C", "H", "H", "H", "H", "H", "H", "H", "H", "H", "H", "H", "H", "H", "H", "H", "H", "H", "H", "H", "H", "H", "H", "H", "H", "S", "C", "N", "C", "C", "C", "C", "C", "C", "H", "H", "H", "H", "H"],
  "coordinates": [[-0.048552, -0.436153, -2.758338], [0.003094, -6.787416, -4.026711], [-1.129139, -7.287012, -3.389314], [-1.842465, -6.502589, -2.542906], [-1.399740, -5.206300, -2.304453], [-0.274454, -4.727428, -2.905847], [0.416083, -5.474263, -3.765358], [-1.967381, -4.397698, -1.346241], [-2.335222, -3.181165, -1.662456], [-2.706003, -2.255099, -0.738575], [-3.002134, -1.095341, -1.344228], [-3.344851, -0.032459, -0.748139], [-3.378016, 1.217022, -1.356297], [-4.604739, 1.850646, -1.269271], [-4.711273, 3.118806, -1.837414], [-3.628753, 3.686269, -2.515650], [-2.436643, 2.936226, -2.539368], [-2.267746, 1.743292, -2.031756], [-2.959927, -1.307126, -2.898017], [-3.191090, -0.452629, -3.934196], [-2.914560, -0.954643, -5.214368], [-2.447474, -2.250057, -5.392645], [-2.296858, -3.100194, -4.334160], [-2.519874, -2.594921, -3.074134], [0.624472, -7.379883, -4.668911], [-1.395752, -8.296192, -3.603973], [-2.637462, -6.875123, -1.928073], [1.333251, -5.127209, -4.271481], [-5.421857, 1.389706, -0.775430], [-5.722499, 3.528646, -1.730036], [-3.705388, 4.602995, -3.094894], [-1.603142, 3.297114, -3.123432], [-3.590673, 0.593953, -3.840563], [-3.077544, -0.224233, -6.040207], [-2.276403, -2.614332, -6.392663], [-1.994056, -4.122352, -4.540115], [4.431721, 3.301916, -7.972937], [3.962031, 2.734085, -6.374395], [4.819139, 2.160159, -5.472756], [4.331449, 1.746384, -4.216642], [5.469890, 0.890476, -3.150406], [2.929414, 1.654018, -3.893645], [2.395508, 0.966779, -2.972883], [2.149112, 2.273861, -4.929999], [0.418546, 2.209022, -4.736429], [2.621989, 2.782335, -6.114680], [5.875245, 2.070305, -5.650673], [1.887490, 3.225544, -6.845707], [-0.240453, -0.573228, 1.370424], [-1.084508, 0.649752, 1.649463], [-0.465929, 2.461697, 1.101015], [0.455542, 3.039304, 2.790442], [-0.280883, 3.253822, 3.954192], [0.276821, 4.010811, 4.997746], [1.513012, 4.647700, 4.795932], [2.199666, 4.498635, 3.554599], [1.699161, 3.686390, 2.633072], [-2.128298, 3.488428, 1.361314], [-2.055761, 4.837497, 1.158267], [-3.231037, 5.611161, 1.184760], [-4.458815, 5.009641, 1.446903], [-4.466888, 3.624220, 1.809078], [-3.293000, 2.865530, 1.800026], [0.870457, -1.457938, 2.705756], [0.153022, -0.931135, 4.417604], [0.964960, -0.352012, 5.327999], [0.506047, -0.069876, 6.624674], [-0.790778, -0.369865, 6.921821], [-1.606699, -0.994589, 6.001305], [-1.140780, -1.269784, 4.705709], [2.426610, -0.399922, 2.563986], [3.605000, -0.811122, 3.220105], [4.850786, -0.206540, 3.027210], [4.969329, 0.832297, 2.116213], [3.812731, 1.292101, 1.514410], [2.575477, 0.720781, 1.738983], [0.511014, -0.464526, 0.623916], [-0.926819, -1.323430, 0.995673], [-1.325873, 0.694309, 2.716724], [-1.990334, 0.526538, 1.089957], [-1.188810, 2.779381, 4.040213], [-0.199183, 4.012702, 5.931506], [1.954264, 5.253180, 5.537650], [3.154026, 4.967230, 3.405796], [2.263424, 3.488483, 1.680848], [-1.128494, 5.322658, 0.873997], [-3.232660, 6.684710, 0.981090], [-5.298884, 5.655185, 1.393278], [-5.374577, 3.127188, 2.176808], [-3.319691, 1.844998, 2.081278], [1.990839, -0.101485, 5.028261], [1.214897, 0.275525, 7.344998], [-1.096355, -0.298246, 7.943924], [-2.628117, -1.218042, 6.248366], [-1.798566, -1.810318, 3.957525], [3.579112, -1.685383, 3.868321], [5.716973, -0.663662, 3.517599], [5.881847, 1.393627, 1.997893], [3.914095, 2.153470, 0.777543], [1.740910, 1.152370, 1.233964], [4.523579, -2.179956, -0.205708], [3.137448, -1.585423, -1.130549], [2.034010, -2.171481, -1.010221], [2.164585, -3.147551, -0.067251], [1.130392, -3.933319, 0.322963], [1.327728, -4.818070, 1.357292], [2.555900, -4.875508, 2.052607], [3.635016, -4.161833, 1.612191], [3.391052, -3.274976, 0.551220], [3.288620, -0.672861, -1.687681], [0.145851, -3.961888, -0.167964], [0.565207, -5.477269, 1.742137], [2.614004, -5.639369, 2.869055], [4.602044, -4.258414, 2.092514]],
  "forces_ev_per_a": [[0.5, 0.1, 0.3], [0.4, 0.8, 0.0], [1.0, -0.1, -1.0], [-0.2, 0.3, 0.9], [1.5, 0.8, -0.3], [0.2, 0.5, -0.1], [-0.9, -1.3, 0.3], [-0.6, 0.9, -0.4], [-0.4, -0.4, 0.0], [0.5, -0.5, 0.1], [-0.1, -1.4, -2.1], [0.6, 1.8, 0.6], [0.7, -1.0, -0.6], [1.2, 1.8, -0.8], [-0.6, -0.5, 0.1], [-0.1, -0.6, 0.2], [-0.7, 1.0, -0.9], [-1.8, -1.6, 2.0], [0.1, 0.5, 2.3], [-0.6, 1.1, -1.3], [-0.3, 1.5, -0.2], [-0.6, 0.8, -1.1], [0.2, -0.9, 0.2], [0.4, -0.8, 0.9], [0.0, -0.4, -0.3], [-0.4, -0.6, 0.1], [-0.5, -0.1, -0.1], [-0.6, 0.4, 0.6], [-0.5, -0.4, 0.4], [0.6, 0.5, -0.4], [0.1, -0.1, 0.4], [0.2, 0.3, 0.1], [0.5, -1.3, 0.1], [0.3, -1.0, 0.4], [0.1, 0.0, -0.2], [0.0, 0.2, 0.3], [0.5, -0.1, 0.2], [0.2, 0.1, -1.0], [0.1, 0.1, 1.5], [0.1, -0.7, -0.5], [-0.5, 0.4, -0.3], [0.1, -0.6, -0.9], [0.4, 0.4, 0.2], [-0.1, 0.0, 0.2], [-0.3, 0.1, 0.0], [-1.8, 0.7, -0.3], [0.2, 0.0, -0.2], [1.0, -0.6, 0.8], [-0.4, -0.2, 0.3], [0.2, 0.8, 0.7], [0.6, -0.5, 0.5], [-0.7, 1.1, -0.5], [2.9, 0.6, -0.4], [1.5, -0.2, -1.6], [-0.7, -0.9, -1.5], [0.2, 1.1, 3.1], [-0.8, -2.1, -3.1], [1.0, -1.5, 0.7], [-0.9, 1.3, -0.7], [0.0, -0.3, 0.0], [1.5, -1.6, 0.5], [-0.3, 0.7, 0.3], [-0.9, 1.9, -0.7], [-0.6, -1.2, -0.1], [0.1, -0.1, -1.8], [1.2, 1.2, 1.5], [0.9, -0.4, -1.5], [-0.1, -0.6, 0.8], [-0.3, 0.1, -1.3], [-1.8, -0.7, 0.6], [2.0, 1.2, 0.2], [0.1, -0.3, -0.1], [-0.2, -0.7, 0.0], [-0.4, 0.3, 0.8], [0.5, 1.5, -1.4], [0.2, -0.6, 0.1], [0.5, 0.3, -1.1], [0.0, -0.4, -0.1], [-0.2, 0.1, -0.1], [-0.7, -0.1, -0.2], [-2.1, -0.8, 0.4], [-0.6, 0.4, 1.2], [0.3, 0.5, 0.9], [0.3, 0.3, 0.0], [-0.7, 0.4, 1.0], [0.1, -0.1, 0.1], [0.3, -0.3, 0.0], [-1.0, 0.0, 0.2], [0.2, 0.4, -0.4], [0.0, -0.8, 0.1], [-0.4, 0.0, 0.4], [0.1, 0.4, 0.5], [-0.5, 0.3, 0.4], [-0.3, -0.2, 0.2], [0.8, 0.8, 0.9], [-0.1, 0.1, -0.1], [-0.2, 0.4, -0.1], [0.3, -0.2, -0.3], [-0.3, -1.2, 1.1], [-0.4, 0.0, -0.3], [-1.1, 0.1, 0.0], [2.4, 1.7, -0.5], [-0.9, 0.2, -0.3], [-0.3, -0.3, 0.3], [-2.2, -2.0, 0.5], [0.7, 0.0, 0.9], [-0.8, -1.6, 0.2], [0.0, 0.5, -0.2], [1.7, -0.2, 0.4], [0.0, 0.1, -0.5], [0.6, 0.5, 0.0], [-0.4, 0.1, -0.3], [0.2, 1.0, -0.7], [0.0, 0.2, -0.1]],
  "lowdin_charge": [0.726, -0.093, -0.097, -0.032, -0.373, 0.108, -0.142, 0.139, -0.298, 0.133, -0.369, 0.144, -0.340, -0.043, -0.079, -0.065, -0.190, 0.087, -0.187, -0.063, -0.073, -0.084, -0.032, -0.134, 0.081, 0.092, 0.105, 0.110, 0.103, 0.106, 0.094, 0.066, 0.128, 0.118, 0.104, 0.110, 0.595, -0.701, -0.148, -0.534, 0.617, -0.531, -0.246, -0.573, 0.663, -0.192, 0.094, 0.116, -0.422, -0.415, 1.330, -0.356, -0.098, -0.067, -0.064, -0.102, -0.169, -0.414, -0.128, -0.092, -0.088, -0.074, -0.111, 1.356, -0.438, -0.111, -0.080, -0.121, -0.088, -0.119, -0.401, -0.146, -0.099, -0.103, -0.101, -0.120, 0.015, 0.043, 0.052, 0.012, 0.069, 0.078, 0.076, 0.098, 0.097, 0.100, 0.099, 0.079, 0.102, 0.083, 0.092, 0.094, 0.092, 0.093, 0.132, 0.099, 0.103, 0.098, 0.133, 0.027, 1.039, -0.435, 0.049, -0.395, -0.056, -0.102, -0.116, -0.107, -0.479, 0.035, 0.104, 0.099, 0.112, 0.104],
  "gap_ev": 6.959,
  "lumo_energy_ha": 0.072,
  "charge": -1,
  "de_lowest_kcal_mol": 24.2
}

---

# 2
{
  "formula": "C57H45Br2N3OP3Y",
  "method": "wB97M-V/def2-TZVPD",
  "elements": ["Y", "C", "P", "C", "C", "C", "C", "C", "C", "C", "C", "C", "C", "C", "C", "C", "C", "C", "C", "C", "P", "C", "C", "C", "C", "C", "C", "C", "C", "C", "C", "C", "C", "N", "H", "H", "H", "H", "H", "H", "H", "H", "H", "H", "H", "H", "H", "H", "H", "H", "H", "H", "H", "H", "H", "H", "H", "H", "H", "H", "Br", "C", "C", "C", "Br", "C", "C", "C", "C", "N", "C", "C", "O", "H", "H", "H", "H", "N", "P", "C", "C", "C", "C", "C", "C", "C", "C", "C", "C", "C", "C", "C", "C", "C", "C", "C", "C", "H", "H", "H", "H", "H", "H", "H", "H", "H", "H", "H", "H", "H", "H", "H"],
  "coordinates": [[0.256794, -0.272319, -0.087029], [-1.348806, 2.924581, -0.684829], [-0.516806, 1.856681, -1.975329], [-0.451306, 3.113681, -3.311929], [-1.642906, 3.639081, -3.803929], [-1.620506, 4.692081, -4.695129], [-0.409206, 5.223981, -5.110329], [0.778694, 4.672381, -4.662129], [0.760494, 3.616681, -3.764729], [-1.830306, 0.802681, -2.711129], [-1.399406, 0.019381, -3.783029], [-2.277606, -0.814119, -4.444429], [-3.608406, -0.860419, -4.058229], [-4.048406, -0.076919, -3.007229], [-3.162306, 0.740081, -2.326129], [-0.560106, 2.859781, 0.588771], [-0.310906, 3.837481, 1.526771], [0.505694, 3.248981, 2.511171], [0.705494, 1.939481, 2.137071], [1.517194, 0.859381, 2.785071], [2.639594, 0.213981, 1.447871], [3.432494, -1.295719, 2.088671], [2.591894, -2.292219, 2.585971], [3.111194, -3.512419, 2.975871], [4.472794, -3.755119, 2.876471], [5.302194, -2.792719, 2.323571], [4.784994, -1.577219, 1.908371], [3.863394, 1.564181, 1.588971], [4.923094, 1.568281, 2.487571], [5.792594, 2.645081, 2.520671], [5.586494, 3.738981, 1.696571], [4.492294, 3.765281, 0.845971], [3.639694, 2.678981, 0.783371], [0.051594, 1.690381, 0.954671], [-1.405106, 3.955481, -1.052029], [-2.373006, 2.570581, -0.523029], [-2.586206, 3.225281, -3.474729], [-2.550306, 5.106981, -5.056329], [-0.395006, 6.070081, -5.781429], [1.722094, 5.074581, -5.002229], [1.687194, 3.190581, -3.403029], [-0.363506, 0.086481, -4.098429], [-1.932806, -1.434619, -5.258829], [-4.296606, -1.512419, -4.573429], [-5.086506, -0.082819, -2.711229], [-3.539506, 1.336581, -1.507229], [-0.675006, 4.849481, 1.514871], [0.889894, 3.731381, 3.389671], [2.104994, 1.257581, 3.615571], [0.875194, 0.046281, 3.135971], [1.523994, -2.115119, 2.628971], [2.453494, -4.284219, 3.350471], [4.882694, -4.697819, 3.212471], [6.357994, -2.995619, 2.208071], [5.433794, -0.852819, 1.434971], [5.073894, 0.733181, 3.156871], [6.638394, 2.631281, 3.192271], [6.278794, 4.567281, 1.714871], [4.315594, 4.628881, 0.221871], [2.788294, 2.683181, 0.110571], [-1.043006, -3.951019, -3.530229], [0.502894, -2.872919, -3.701729], [1.315094, -3.031519, -4.813829], [2.434994, -2.252019, -4.962229], [3.522994, -2.496819, -6.513229], [2.810594, -1.326619, -3.970929], [3.955694, -0.509419, -4.041329], [4.274594, 0.286181, -2.974029], [3.441794, 0.280981, -1.848529], [2.322594, -0.405019, -1.776129], [1.990994, -1.207219, -2.812229], [0.759494, -1.950619, -2.677929], [-0.026106, -1.764919, -1.684029], [1.055794, -3.763019, -5.565429], [4.566394, -0.527519, -4.934129], [5.152794, 0.912281, -2.978229], [3.720794, 0.874281, -0.986129], [-0.353606, -1.643319, 1.415671], [-1.835006, -1.560619, 1.844571], [-2.316406, 0.000381, 2.668671], [-2.832906, 1.091081, 1.981671], [-3.006806, 2.298081, 2.633671], [-2.644406, 2.425181, 3.964171], [-2.102906, 1.347881, 4.645771], [-1.931506, 0.140781, 3.997271], [-3.141206, -1.889719, 0.587071], [-4.449306, -1.416719, 0.575971], [-5.345206, -1.898719, -0.361229], [-4.959006, -2.877819, -1.261829], [-3.669306, -3.379919, -1.228929], [-2.760406, -2.875819, -0.318329], [-2.271306, -2.823419, 3.086471], [-1.287806, -3.729319, 3.452671], [-1.571806, -4.728919, 4.365271], [-2.848006, -4.828119, 4.894971], [-3.833906, -3.924819, 4.528471], [-3.547706, -2.918019, 3.626571], [-3.116006, 0.972081, 0.941571], [-3.420106, 3.148081, 2.108671], [-2.775906, 3.370881, 4.468771], [-1.812406, 1.452981, 5.681171], [-1.509306, -0.714319, 4.512171], [-4.778006, -0.683319, 1.299671], [-6.357206, -1.517619, -0.377929], [-5.666306, -3.261319, -1.982829], [-3.381606, -4.165719, -1.910029], [-1.742906, -3.249319, -0.268129], [-0.312106, -3.625019, 2.998871], [-0.805406, -5.431519, 4.662871], [-3.079806, -5.616019, 5.596671], [-4.827606, -4.008919, 4.946871], [-4.309606, -2.206219, 3.339871]],
  "forces_ev_per_a": [[1.5, -1.1, -1.0], [0.0, -0.2, 0.2], [-0.8, 0.8, -0.5], [0.3, -0.2, 0.0], [0.0, 0.0, 0.1], [-0.1, 0.1, 0.0], [0.1, 0.0, -0.1], [0.0, 0.2, -0.1], [-0.1, -0.1, 0.1], [0.1, 0.0, 0.1], [0.0, 0.1, 0.0], [0.0, 0.0, -0.1], [-0.1, 0.0, 0.1], [-0.1, -0.1, -0.1], [0.1, 0.1, 0.1], [0.2, 0.3, 0.0], [-0.1, 0.0, -0.4], [0.2, -0.2, 0.2], [-0.1, 0.1, 0.3], [-0.2, -0.1, 0.1], [0.1, 0.2, 1.1], [0.0, 0.0, -0.2], [-0.1, 0.1, 0.1], [0.1, -0.1, 0.1], [0.0, 0.0, 0.0], [0.1, -0.1, 0.0], [-0.1, 0.1, 0.0], [-0.2, -0.2, -0.5], [0.0, 0.0, 0.0], [0.1, 0.0, 0.1], [0.0, 0.0, -0.1], [0.1, 0.2, 0.0], [0.0, -0.1, 0.0], [-0.1, 0.9, 0.0], [0.0, -0.3, 0.0], [0.0, 0.1, -0.1], [-0.1, 0.0, 0.0], [-0.1, 0.0, 0.0], [0.0, 0.0, -0.1], [0.1, 0.0, 0.0], [0.1, 0.0, 0.0], [0.0, -0.1, 0.0], [0.1, 0.0, -0.1], [-0.1, -0.1, -0.1], [-0.1, -0.1, 0.0], [0.0, 0.0, 0.1], [0.0, 0.2, -0.1], [0.2, 0.0, 0.2], [-0.1, -0.1, 0.0], [0.1, 0.0, 0.0], [0.0, 0.0, 0.0], [-0.1, 0.0, 0.1], [0.0, 0.0, 0.0], [0.1, 0.0, 0.0], [0.1, 0.0, 0.1], [0.0, -0.1, 0.0], [0.0, 0.0, 0.1], [0.0, 0.1, 0.0], [0.0, 0.1, -0.1], [0.0, 0.1, 0.0], [0.2, 0.0, -0.1], [-0.4, 0.2, 0.7], [0.5, 0.2, -0.4], [-0.1, -0.4, -0.3], [-0.2, 0.0, 0.2], [-0.2, 0.0, 0.2], [0.1, 0.2, 0.2], [0.0, -0.2, -0.3], [-0.1, 0.1, 0.2], [-0.1, 0.1, 0.2], [0.0, -0.3, -0.5], [0.1, -0.5, -0.8], [0.0, 0.1, 0.1], [0.0, 0.0, 0.0], [0.0, 0.0, 0.1], [0.1, 0.0, 0.0], [-0.1, 0.0, 0.0], [-0.3, 0.2, -0.1], [-0.9, -0.1, 0.9], [0.2, -0.4, -0.2], [-0.1, -0.2, 0.1], [-0.1, 0.1, 0.0], [0.0, 0.0, 0.0], [0.0, 0.0, 0.1], [-0.1, -0.1, 0.0], [0.6, -0.1, 0.1], [0.1, 0.1, 0.1], [-0.2, 0.0, 0.0], [0.0, -0.1, 0.0], [-0.1, 0.0, -0.1], [0.2, 0.0, 0.0], [0.1, 0.1, -0.2], [0.0, 0.2, -0.1], [0.0, -0.1, 0.1], [0.1, -0.1, 0.1], [-0.2, 0.0, 0.0], [0.1, 0.0, 0.0], [0.0, 0.1, 0.0], [0.0, 0.0, -0.1], [0.0, 0.1, 0.0], [0.0, 0.0, 0.1], [0.0, 0.0, 0.1], [0.0, 0.1, 0.0], [-0.1, 0.0, 0.0], [-0.1, 0.0, -0.1], [0.0, 0.0, 0.0], [0.0, 0.0, -0.2], [0.1, 0.0, 0.0], [0.0, 0.0, 0.0], [0.0, -0.1, 0.1], [0.0, 0.0, 0.0], [-0.1, 0.0, 0.0]],
  "lowdin_charge": [1.248, -0.251, 1.065, -0.366, -0.090, -0.075, -0.085, -0.085, -0.092, -0.392, -0.111, -0.092, -0.074, -0.083, -0.095, -0.430, -0.074, -0.067, -0.419, -0.256, 1.045, -0.353, -0.102, -0.077, -0.087, -0.086, -0.108, -0.363, -0.091, -0.079, -0.084, -0.072, -0.113, -0.122, 0.095, 0.054, 0.107, 0.105, 0.102, 0.103, 0.096, 0.109, 0.100, 0.107, 0.103, 0.088, 0.096, 0.098, 0.099, 0.055, 0.046, 0.100, 0.102, 0.102, 0.099, 0.104, 0.104, 0.102, 0.105, 0.101, 0.843, -0.587, -0.173, -0.619, 0.749, -0.192, -0.026, -0.035, -0.137, 0.045, -0.153, -0.441, -0.240, 0.096, 0.078, 0.108, 0.064, -0.367, 0.717, -0.287, -0.108, -0.080, -0.078, -0.074, -0.091, -0.274, -0.098, -0.096, -0.090, -0.096, -0.093, -0.290, -0.080, -0.081, -0.089, -0.081, -0.076, 0.083, 0.109, 0.105, 0.104, 0.110, 0.100, 0.104, 0.106, 0.060, 0.092, 0.081, 0.101, 0.100, 0.102, 0.105],
  "gap_ev": 7.028,
  "lumo_energy_ha": -0.003,
  "de_lowest_kcal_mol": 10.1
}